Entry from the Open Molecules 2025 dataset: a molecular structure, C4H6O2 (ωB97M-V with the def2-TZVPD basis set).

Its orbital gap is 9.62 eV. The total energy is -306.30951 Ha. The value obtained for the energy above the lowest of the compared OMol25 structures with the same formula, charge and spin is 5.3548 eV.

Last column: natural (NBO) charge in e.
Cartesian coordinates (Å):
O  -1.197  0.093  2.526  -0.51
C  -0.718  -0.252  1.481  0.42
C  -0.332  0.581  0.047  -0.36
C  1.065  0.032  -0.054  -0.14
O  0.727  -0.994  -0.958  -0.51
C  -0.532  -0.323  -1.205  -0.07
H  0.242  -0.922  1.359  0.09
H  -0.587  1.648  0.138  0.24
H  0.979  1.050  -0.669  0.20
H  2.057  0.080  0.385  0.25
H  -1.382  -0.986  -1.079  0.20
H  -0.535  0.112  -2.221  0.19

Forces on atoms 1 to 2 (eV/Å):
-0.1 -0.3 -1.4
2.2 1.0 -0.5

***

Entry from the Open Molecules 2025 dataset: 2 unconnected molecules or ions with the total composition C4H6O2 (ωB97M-V with the def2-TZVPD basis set).

Its orbital gap is 9.81 eV. Its SMILES is C#CO.CC=O. The total energy is -306.34940 Ha. The value obtained for the energy above the lowest of the compared OMol25 structures with the same formula, charge and spin is 4.2693 eV.

Last column: natural (NBO) charge in e.
Cartesian coordinates (Å):
C  -2.244  -1.005  0.180  -0.42
C  -2.274  0.076  -0.390  0.33
O  -2.171  1.359  -0.580  -0.67
H  -2.863  -1.688  0.699  0.24
H  -1.487  1.707  0.025  0.52
C  2.148  -0.328  -0.003  -0.72
C  0.691  0.039  0.103  0.45
O  0.276  0.707  1.034  -0.54
H  2.734  0.512  -0.377  0.25
H  2.549  -0.554  0.983  0.23
H  2.315  -1.131  -0.718  0.22
H  0.326  0.307  -0.956  0.11

Forces on atoms 1 to 2 (eV/Å):
-0.7 1.0 -1.2
-0.1 -0.4 1.9

***

Entry from the Open Molecules 2025 dataset: a single C4H6O2 molecule (ωB97M-V with the def2-TZVPD basis set).

Its orbital gap is 8.97 eV. The total energy is -306.30799 Ha. The value obtained for the energy above the lowest of the compared OMol25 structures with the same formula, charge and spin is 5.3962 eV.

Last column: natural (NBO) charge in e.
Cartesian coordinates (Å):
C  -1.242  1.668  -1.507  0.17
O  -1.218  0.889  -0.443  -0.49
C  -0.108  -0.007  -0.303  0.03
C  -0.425  -1.267  0.501  -0.07
O  0.798  -1.111  1.241  -0.52
C  1.024  0.199  0.695  -0.09
H  -0.144  1.998  -1.617  0.03
H  0.216  -0.257  -1.317  0.19
H  -0.449  -2.209  -0.059  0.19
H  -1.315  -1.194  1.143  0.19
H  0.842  1.000  1.420  0.19
H  2.021  0.292  0.247  0.19

Forces on atoms 1 to 2 (eV/Å):
0.7 1.0 1.3
-0.6 -0.3 -0.8

***

Entry from the Open Molecules 2025 dataset: a molecular structure, C4H6O2 (ωB97M-V with the def2-TZVPD basis set).

Its orbital gap (spin up / spin down) is 6.93 / 8.56 eV. The total energy is -306.24777 Ha. The value obtained for the energy above the lowest of the compared OMol25 structures with the same formula, charge and spin is 7.0347 eV.

Last column: natural (NBO) charge in e.
Cartesian coordinates (Å):
C  0.387  1.157  1.243  -0.72
C  -0.166  -0.125  0.775  0.60
O  -0.352  -1.135  1.476  -0.29
C  -0.570  -0.535  -0.637  -0.18
C  0.262  -0.496  -1.736  -0.45
O  -0.675  -1.994  0.101  -0.37
H  -0.410  1.909  1.272  0.26
H  0.865  1.083  2.221  0.25
H  1.098  1.479  0.470  0.25
H  -1.614  -0.256  -0.821  0.24
H  1.325  -0.693  -1.633  0.19
H  -0.150  -0.393  -2.731  0.20

Forces on atoms 1 to 2 (eV/Å):
0.1 0.2 -0.1
-0.1 -1.0 0.9

***

Entry from the Open Molecules 2025 dataset: a molecular structure, C4H6O2 (ωB97M-V with the def2-TZVPD basis set).

Its orbital gap is 9.52 eV. The total energy is -306.34351 Ha. The value obtained for the energy above the lowest of the compared OMol25 structures with the same formula, charge and spin is 4.4295 eV.

Last column: natural (NBO) charge in e.
Cartesian coordinates (Å):
C  -0.977  -1.476  0.123  -0.82
C  0.504  -0.497  -0.012  0.47
O  1.478  -1.075  0.394  -0.57
C  0.150  0.812  -0.349  -0.54
C  1.131  1.904  -0.248  0.40
O  0.905  3.037  -0.615  -0.52
H  -1.996  -1.104  -0.054  0.25
H  -0.905  -2.049  1.048  0.25
H  -0.719  -2.120  -0.722  0.28
H  -0.774  1.005  -0.887  0.25
H  -0.678  -0.170  0.559  0.42
H  2.097  1.626  0.217  0.13

Forces on atoms 1 to 2 (eV/Å):
-0.2 -0.3 0.0
0.4 0.1 0.1

***

Entry from the Open Molecules 2025 dataset: 2 unconnected molecules or ions with the total composition C4H6O2 (ωB97M-V with the def2-TZVPD basis set).

Its orbital gap is 10.42 eV. Its SMILES is O=C1CC1.C=O. The total energy is -306.39497 Ha. The value obtained for the energy above the lowest of the compared OMol25 structures with the same formula, charge and spin is 3.0294 eV.

Last column: natural (NBO) charge in e.
Cartesian coordinates (Å):
O  -0.737  -0.134  -1.525  -0.50
C  -0.452  -0.684  -0.495  0.61
C  0.298  -1.754  0.176  -0.54
C  -0.576  -0.731  0.965  -0.53
H  -0.065  -2.775  0.091  0.24
H  1.379  -1.664  0.259  0.24
H  -1.509  -1.087  1.396  0.24
H  -0.068  0.030  1.556  0.25
C  0.432  2.201  -0.612  0.29
O  -0.223  2.765  0.226  -0.51
H  0.299  2.365  -1.697  0.12
H  1.222  1.469  -0.340  0.09

Forces on atoms 1 to 2 (eV/Å):
0.2 -0.4 0.5
-0.1 0.1 -0.3

***

Entry from the Open Molecules 2025 dataset: 2 unconnected molecules or ions with the total composition C4H6O2 (ωB97M-V with the def2-TZVPD basis set).

Its orbital gap is 8.78 eV. Its SMILES is C=C=O.C=CO. The total energy is -306.34228 Ha. The value obtained for the energy above the lowest of the compared OMol25 structures with the same formula, charge and spin is 4.4632 eV.

Last column: natural (NBO) charge in e.
Cartesian coordinates (Å):
C  -1.677  -1.432  1.957  -0.73
C  -1.008  -0.904  0.957  0.68
O  -0.713  -1.185  -0.189  -0.47
H  -2.545  -1.015  2.434  0.24
H  -1.678  -2.486  2.173  0.26
C  1.142  0.963  -1.956  -0.48
C  1.309  0.559  -0.710  0.15
O  0.561  1.122  0.474  -0.74
H  1.631  0.431  -2.755  0.22
H  0.507  1.778  -2.268  0.20
H  2.243  0.174  -0.334  0.20
H  0.228  1.995  0.217  0.47

Forces on atoms 1 to 2 (eV/Å):
-1.2 1.2 1.5
-0.7 -4.8 -4.7

***

Entry from the Open Molecules 2025 dataset: 2 unconnected molecules or ions with the total composition C4H6O2 (ωB97M-V with the def2-TZVPD basis set).

Its orbital gap is 10.44 eV. Its SMILES is C=C1CO1.C=O. The total energy is -306.36824 Ha. The value obtained for the energy above the lowest of the compared OMol25 structures with the same formula, charge and spin is 3.7567 eV.

Last column: natural (NBO) charge in e.
Cartesian coordinates (Å):
C  -0.501  0.766  -0.996  -0.52
C  0.163  -0.358  -0.791  0.30
C  0.333  -1.748  -0.478  -0.13
O  1.407  -0.857  -0.935  -0.46
H  0.010  1.668  -1.306  0.23
H  -1.547  0.827  -0.723  0.24
H  0.483  -2.132  0.531  0.20
H  -0.020  -2.461  -1.218  0.20
C  -0.092  1.072  1.464  0.28
O  -1.207  0.981  1.909  -0.55
H  0.349  2.022  1.104  0.11
H  0.622  0.221  1.437  0.10

Forces on atoms 1 to 2 (eV/Å):
0.2 -0.2 -0.1
-0.3 0.1 -0.3

***

Entry from the Open Molecules 2025 dataset: a single C4H6O2 molecule (ωB97M-V with the def2-TZVPD basis set).

Its orbital gap is 10.35 eV. Its SMILES is CC(=O)CC=O. The total energy is -306.47627 Ha. The value obtained for the energy above the lowest of the compared OMol25 structures with the same formula, charge and spin is 0.8169 eV.

Last column: natural (NBO) charge in e.
Cartesian coordinates (Å):
C  1.311  0.226  -0.871  -0.73
C  0.457  0.702  0.284  0.61
O  0.514  1.839  0.683  -0.52
C  -0.536  -0.297  0.909  -0.62
C  -1.561  -0.533  -0.176  0.44
O  -1.361  -1.257  -1.119  -0.52
H  0.754  -0.375  -1.591  0.25
H  2.120  -0.400  -0.487  0.24
H  1.744  1.099  -1.362  0.24
H  -0.027  -1.235  1.154  0.25
H  -0.982  0.130  1.815  0.24
H  -2.479  0.084  -0.114  0.12

Forces on atoms 1 to 2 (eV/Å):
0.1 0.1 0.0
0.1 0.2 0.0

***

Entry from the Open Molecules 2025 dataset: a single C4H6O2 molecule (ωB97M-V with the def2-TZVPD basis set).

Its orbital gap is 9.78 eV. Its SMILES is C=C(C=O)OC. The total energy is -306.36142 Ha. The value obtained for the energy above the lowest of the compared OMol25 structures with the same formula, charge and spin is 3.9422 eV.

Last column: natural (NBO) charge in e.
Cartesian coordinates (Å):
C  0.730  1.106  0.595  -0.36
C  -0.374  0.462  0.477  0.18
C  -1.509  0.287  1.321  0.37
O  -2.392  -0.486  1.342  -0.45
O  -0.475  -0.388  -0.973  -0.57
C  0.658  -1.071  -1.422  -0.27
H  1.493  0.989  -0.157  0.23
H  0.912  1.759  1.415  0.22
H  -1.431  1.003  2.136  0.10
H  0.693  -1.928  -0.632  0.19
H  1.496  -0.483  -1.657  0.16
H  0.198  -1.249  -2.445  0.21

Forces on atoms 1 to 2 (eV/Å):
1.3 0.9 0.4
-0.3 -4.1 -6.3